DFT (ωB97M-V/def2-TZVPD) results for one molecule with the formula C4H5NO.

As for the SMILES: O=C1C[C@H]2N[C@@H]12.

CARTESIAN COORDINATES (ANGSTROEM)
O -1.2403 -0.5543 1.9380
C -0.6839 -0.3301 0.8980
C -0.8139 0.7492 -0.2003
C 0.4034 0.0948 -0.8728
N 1.5493 -0.0028 -0.0204
C 0.4719 -0.9800 0.1735
H -1.6309 0.5851 -0.9012
H -0.8410 1.7879 0.1516
H 0.5167 -0.0501 -1.9428
H 1.5705 0.7372 0.6754
H 0.6983 -2.0369 0.1011



DFT (ωB97M-V/def2-TZVPD) results for one molecule with the formula C4H5NO.

As for the SMILES: N#CC[C@H]1CO1.

CARTESIAN COORDINATES (ANGSTROEM)
N 2.7451 0.7289 0.0906
C 1.8550 -0.0002 -0.0298
C 0.6704 -0.8584 -0.1401
C -0.5102 -0.1636 0.5141
C -1.2143 0.8860 -0.2150
O -1.7761 -0.4132 -0.0575
H 0.8773 -1.8265 0.3281
H 0.4402 -1.0405 -1.1958
H -0.4900 -0.1323 1.6041
H -1.7096 1.6889 0.3278
H -0.8878 1.1309 -1.2265



DFT (ωB97M-V/def2-TZVPD) results for C4H5NO as an isolated structure.

CARTESIAN COORDINATES (ANGSTROEM)
C -1.6402 0.0516 -0.5561
C -0.1889 -0.0002 -0.0061
C 1.2217 -0.1726 1.3993
O 1.4840 -0.3316 2.5457
C 2.2168 -0.0018 0.2863
N 2.3601 0.1613 -0.8557
H -2.4291 -0.1335 0.1640
H -1.7522 -0.6869 -1.3698
H -1.8358 1.0243 -1.0376
H 0.2678 0.9590 -0.1608
H 0.2957 -0.8697 -0.4092



DFT (ωB97M-V/def2-TZVPD) results for one molecule with the formula C4H5NO.

CARTESIAN COORDINATES (ANGSTROEM)
C 0.0960 1.0713 1.3812
C -0.1940 0.2502 0.1179
C 0.8955 -0.5670 -0.2889
N 0.4695 -1.4085 -1.4623
C -0.5100 -1.2917 -2.1096
O -1.2694 0.3506 -0.4983
H -0.6666 0.8535 2.1339
H 1.0831 0.8804 1.8213
H 0.0508 2.1370 1.1354
H 1.4323 -1.0972 0.4942
H -1.3872 -1.1786 -2.7248



DFT (ωB97M-V/def2-TZVPD) results for one molecule with the formula C4H5NO.

As for the SMILES: C=C[C@H]1NC1=O.

CARTESIAN COORDINATES (ANGSTROEM)
N 1.9953 0.2860 0.0220
C 1.1228 -0.4000 -0.7290
C 0.3238 0.7735 -0.4278
C -1.0226 0.6227 0.1398
C -1.5055 -0.5531 0.5435
O 0.9255 -1.5546 -1.0342
H 2.4518 -0.3098 0.7302
H 0.6096 1.7587 -0.7625
H -1.6517 1.5159 0.1655
H -0.9051 -1.4585 0.4823
H -2.5039 -0.6282 0.9626



DFT (ωB97M-V/def2-TZVPD) results for one molecule with the formula C4H5NO.

As for the SMILES: N#CCCC=O.

CARTESIAN COORDINATES (ANGSTROEM)
O -1.9435 1.2512 0.0782
C -1.7309 0.0859 -0.1562
C -0.3627 -0.5463 -0.0609
C 0.7275 0.5159 0.0938
C 2.0647 -0.0766 0.1785
N 3.1160 -0.5556 0.2371
H -2.5548 -0.5936 -0.4556
H -0.1914 -1.1747 -0.9433
H -0.3685 -1.2306 0.7991
H 0.5419 1.1202 0.9865
H 0.7016 1.2041 -0.7574



DFT (ωB97M-V/def2-TZVPD) results for a 2-piece molecular cluster, C4H5NO overall.

As for the SMILES: N#CCC=C=O.[H][H].

CARTESIAN COORDINATES (ANGSTROEM)
O -0.0557 -2.2768 -1.1500
C -0.1458 -1.1727 -0.7860
C -0.2285 0.0272 -0.2503
C -0.2395 0.0603 1.2621
C 0.2880 1.3200 1.7913
N 0.6836 2.3184 2.2187
H 0.1668 -0.3093 -2.9469
H -0.3570 0.9182 -0.8524
H 0.7605 -0.0460 -2.5883
H 0.3798 -0.7568 1.6477
H -1.2522 -0.0825 1.6542



DFT (ωB97M-V/def2-TZVPD) results for one molecule with the formula C4H5NO.

CARTESIAN COORDINATES (ANGSTROEM)
N -0.9959 -0.2970 -1.0048
C -0.3282 0.7848 -1.5409
C -0.2104 -1.1181 -0.1747
C 0.4610 -0.5294 0.8106
C 0.4117 0.9595 0.7702
O 0.4221 1.3755 -0.6375
H -1.5838 -0.7930 -1.6578
H -0.0615 -2.1274 -0.5453
H 1.0498 -1.0723 1.5359
H 1.3079 1.4192 1.1916
H -0.4726 1.3982 1.2526



DFT (ωB97M-V/def2-TZVPD) results for one molecule with the formula C4H5NO.

CARTESIAN COORDINATES (ANGSTROEM)
C 1.9996 0.1207 0.2700
C 0.5616 -0.2795 0.1055
N -0.3038 0.8257 -0.1056
C -1.4747 0.3638 -0.2779
C -2.4020 -0.5156 -0.5838
O 0.1697 -1.4285 0.1385
H 2.6144 -0.7612 0.4508
H 2.0940 0.8302 1.0976
H 2.3318 0.6361 -0.6363
H -2.4054 1.0347 -0.5641
H -3.1852 -0.8264 0.1052



DFT (ωB97M-V/def2-TZVPD) results for one molecule with the formula C4H5NO.

As for the SMILES: O=C1CC=CN1.

CARTESIAN COORDINATES (ANGSTROEM)
O -1.1878 1.9332 -0.5778
C -0.6558 0.9586 -0.1580
C -1.0717 -0.4787 -0.1596
C 0.2938 -1.0677 -0.2221
C 1.2299 -0.2315 0.2344
N 0.6727 0.9714 0.6154
H -1.7026 -0.7489 -1.0048
H -1.6580 -0.6456 0.7627
H 0.4621 -2.0231 -0.6445
H 2.3013 -0.3882 0.2628
H 1.3161 1.7204 0.8915



The records above give, respectively, energy relative to the best compared isomer or geometry (same formula, charge and spin) values of 49.8, 36.2, 94.2, 73.5, 67.1, 13.5, 55.8, 59.9, 90.3, 18.8 kcal per mole.